No. 1
{"formula": "C18H21IrN5O3S2", "method": "ωB97M-V with the def2-TZVPD basis set", "charge": 1, "homo_energy_ha": -0.392, "lumo_energy_ev": -4.21, "gap_ev": 6.45, "e_above_lowest_kcal_mol": 12.4, "symbols": ["Ir", "C", "C", "N", "N", "C", "N", "S", "C", "C", "C", "C", "C", "N", "H", "H", "H", "H", "H", "H", "H", "H", "H", "C", "N", "C", "C", "O", "H", "H", "H", "H", "H", "H", "H", "O", "C", "O", "C", "C", "C", "C", "S", "C", "C", "H", "H", "H", "H", "H"], "positions_angstrom": [[-0.597, 1.483, -0.398], [1.916, 4.115, 1.865], [1.317, 3.088, 0.972], [0.063, 3.019, 0.670], [-0.786, 3.974, 1.176], [-2.011, 3.854, 0.762], [-2.917, 4.764, 1.142], [-2.587, 2.566, -0.293], [2.149, 2.088, 0.291], [3.493, 1.906, 0.553], [4.199, 0.963, -0.181], [3.548, 0.263, -1.179], [2.200, 0.498, -1.386], [1.506, 1.375, -0.659], [1.155, 4.804, 2.213], [2.692, 4.670, 1.337], [2.377, 3.628, 2.727], [-2.630, 5.547, 1.704], [-3.874, 4.688, 0.850], [3.975, 2.487, 1.325], [5.249, 0.794, 0.018], [4.064, -0.461, -1.792], [1.659, -0.006, -2.173], [-3.552, -0.850, 0.296], [-3.654, -0.846, -1.157], [-4.887, -1.401, -1.705], [-2.713, -0.408, -1.967], [-1.612, 0.101, -1.681], [-3.684, -1.871, 0.656], [-4.333, -0.217, 0.717], [-2.583, -0.483, 0.611], [-5.741, -0.885, -1.268], [-4.956, -2.462, -1.465], [-4.910, -1.276, -2.785], [-2.948, -0.538, -3.028], [1.912, -5.928, -1.206], [2.394, -5.187, -0.185], [3.339, -5.564, 0.444], [1.689, -3.898, 0.110], [1.770, -3.401, 1.409], [1.172, -2.202, 1.739], [0.495, -1.457, 0.769], [-0.198, 0.073, 1.334], [0.402, -1.957, -0.525], [0.998, -3.169, -0.848], [1.100, -5.546, -1.557], [2.318, -3.970, 2.148], [1.238, -1.827, 2.753], [-0.157, -1.422, -1.276], [0.941, -3.514, -1.875]]}

No. 2
{"formula": "C18H21N2", "method": "ωB97M-V with the def2-TZVPD basis set", "charge": 1, "homo_energy_ha": -0.426, "lumo_energy_ev": -5.56, "gap_ev": 6.03, "e_above_lowest_kcal_mol": 80.7, "symbols": ["C", "N", "C", "N", "C", "H", "H", "H", "H", "H", "H", "H", "H", "C", "C", "C", "C", "C", "C", "C", "C", "C", "C", "C", "C", "C", "C", "C", "H", "H", "H", "H", "H", "H", "H", "H", "H", "H", "H", "H", "H"], "positions_angstrom": [[1.346, -1.091, -2.148], [1.731, 0.253, -1.681], [0.744, 1.301, -1.982], [2.983, 0.727, -2.003], [4.011, 0.004, -2.252], [0.735, -1.015, -3.065], [2.230, -1.700, -2.365], [0.732, -1.577, -1.371], [0.058, 0.971, -2.772], [0.186, 1.577, -1.077], [1.323, 2.155, -2.341], [4.965, 0.540, -2.355], [4.019, -1.083, -2.412], [0.794, -0.032, 0.786], [1.319, 1.226, 1.257], [2.707, 1.404, 1.527], [3.182, 2.585, 2.082], [2.309, 3.647, 2.369], [0.950, 3.519, 2.048], [0.463, 2.342, 1.482], [-0.565, -0.352, 0.751], [-1.082, -1.593, 0.379], [-2.480, -1.909, 0.335], [-2.903, -3.255, 0.133], [-4.254, -3.591, 0.102], [-5.231, -2.597, 0.262], [-4.843, -1.267, 0.484], [-3.491, -0.924, 0.515], [1.518, -0.836, 0.635], [3.395, 0.587, 1.300], [4.249, 2.695, 2.301], [2.684, 4.565, 2.819], [0.266, 4.349, 2.241], [-0.590, 2.279, 1.202], [-1.277, 0.401, 1.097], [-0.389, -2.407, 0.148], [-2.140, -4.031, 0.029], [-4.552, -4.633, -0.033], [-6.292, -2.858, 0.237], [-5.596, -0.496, 0.644], [-3.214, 0.119, 0.694]]}

No. 3
{"formula": "C18H21N2O3", "method": "ωB97M-V with the def2-TZVPD basis set", "charge": 1, "homo_energy_ha": -0.413, "lumo_energy_ev": -2.56, "gap_ev": 8.67, "e_above_lowest_kcal_mol": 0.0, "symbols": ["O", "C", "C", "N", "C", "C", "C", "C", "O", "C", "C", "C", "C", "C", "C", "C", "C", "N", "C", "C", "O", "C", "C", "H", "H", "H", "H", "H", "H", "H", "H", "H", "H", "H", "H", "H", "H", "H", "H", "H", "H", "H", "H", "H"], "positions_angstrom": [[2.740, 0.494, -1.575], [3.114, 0.092, -0.472], [2.379, -1.166, 0.055], [1.385, -1.464, -0.999], [-0.015, -1.355, -0.595], [-0.697, -2.477, -0.146], [-2.012, -2.362, 0.247], [-2.663, -1.121, 0.197], [-3.927, -1.098, 0.634], [-4.765, -0.022, 0.365], [-5.502, 0.498, 1.419], [-6.406, 1.518, 1.179], [-6.573, 2.016, -0.103], [-5.841, 1.484, -1.152], [-4.936, 0.462, -0.925], [-1.956, 0.003, -0.244], [-0.639, -0.118, -0.637], [4.042, 0.667, 0.266], [4.526, 0.192, 1.549], [6.068, 0.340, 1.568], [6.567, 0.204, 0.265], [6.241, 1.316, -0.542], [4.799, 1.790, -0.264], [3.077, -1.993, 0.188], [1.874, -0.954, 0.999], [1.550, -2.371, -1.440], [1.647, -0.661, -1.697], [-0.209, -3.440, -0.111], [-2.564, -3.218, 0.597], [-5.364, 0.094, 2.409], [-6.981, 1.923, 1.997], [-7.278, 2.811, -0.286], [-5.978, 1.859, -2.154], [-4.378, 0.029, -1.743], [-2.440, 0.966, -0.270], [-0.099, 0.751, -0.982], [4.256, -0.854, 1.685], [4.076, 0.782, 2.354], [6.362, 1.307, 1.997], [6.516, -0.457, 2.161], [6.942, 2.141, -0.361], [6.354, 0.972, -1.572], [4.321, 2.142, -1.177], [4.785, 2.589, 0.481]]}

No. 4
{"formula": "C18H21N2O6RuS2SeSi", "method": "ωB97M-V with the def2-TZVPD basis set", "charge": -1, "homo_energy_ha": [-0.149, -0.149], "lumo_energy_ev": [1.82, 1.82], "gap_ev": [5.87, 5.88], "e_above_lowest_kcal_mol": 0.0, "symbols": ["Ru", "S", "C", "C", "C", "C", "C", "C", "N", "C", "C", "C", "C", "C", "C", "C", "H", "H", "H", "H", "H", "H", "H", "H", "N", "C", "C", "O", "O", "H", "H", "H", "H", "O", "S", "O", "O", "O", "C", "Si", "C", "C", "Se", "H", "H", "H", "H", "H", "H", "H", "H", "H"], "positions_angstrom": [[0.733, -0.596, -0.065], [-2.570, -3.693, -1.003], [-3.499, -2.312, -0.503], [-4.877, -2.136, -0.547], [-5.395, -0.950, -0.063], [-4.551, 0.041, 0.446], [-3.184, -0.141, 0.498], [-2.647, -1.332, 0.016], [-1.305, -1.701, 0.020], [-1.116, -2.890, -0.476], [0.213, -3.453, -0.535], [0.456, -4.796, -0.843], [1.753, -5.263, -0.846], [2.793, -4.393, -0.509], [2.546, -3.059, -0.231], [1.246, -2.547, -0.262], [-5.524, -2.911, -0.938], [-6.466, -0.790, -0.072], [-4.970, 0.974, 0.801], [-2.534, 0.643, 0.862], [-0.372, -5.458, -1.076], [1.964, -6.290, -1.119], [3.812, -4.765, -0.482], [3.364, -2.387, -0.010], [0.112, -0.746, 2.225], [1.053, -0.008, 3.047], [2.452, -0.152, 2.465], [3.409, 0.016, 3.210], [2.501, -0.394, 1.205], [-0.781, -0.276, 2.153], [-0.029, -1.694, 2.545], [1.060, -0.325, 4.089], [0.818, 1.055, 3.001], [-1.045, 0.505, -1.618], [-0.823, 1.740, -0.877], [-1.976, 2.598, -0.779], [-0.218, 1.438, 0.447], [0.270, 2.555, -1.678], [1.927, 4.621, -2.510], [1.284, 3.725, -0.997], [2.689, 2.966, -0.047], [0.259, 4.850, 0.088], [1.924, -0.248, -1.999], [2.243, 5.634, -2.243], [1.172, 4.693, -3.295], [2.797, 4.100, -2.918], [3.217, 3.689, 0.581], [3.412, 2.492, -0.713], [2.304, 2.178, 0.604], [0.741, 5.813, 0.272], [0.076, 4.359, 1.047], [-0.718, 5.024, -0.367]]}

No. 5
{"formula": "C18H21N3O", "method": "ωB97M-V with the def2-TZVPD basis set", "charge": 0, "homo_energy_ha": -0.254, "lumo_energy_ev": 0.14, "gap_ev": 7.06, "e_above_lowest_kcal_mol": 122.9, "symbols": ["C", "O", "C", "C", "C", "C", "C", "C", "C", "N", "C", "N", "C", "C", "H", "H", "H", "H", "H", "H", "H", "H", "C", "C", "N", "C", "C", "C", "C", "C", "H", "H", "H", "H", "H", "H", "H", "H", "H", "H", "H", "H", "H"], "positions_angstrom": [[-1.700, -4.479, 1.054], [-1.911, -3.285, 1.820], [-1.556, -2.045, 1.361], [-1.854, -0.968, 2.234], [-1.571, 0.306, 1.807], [-1.057, 0.526, 0.561], [-1.233, 2.046, 0.168], [-1.300, 2.096, -1.402], [-1.131, 3.312, -2.165], [-1.128, 4.224, -2.919], [-2.168, 1.183, -2.082], [-2.965, 0.458, -2.524], [-0.624, -0.518, -0.258], [-0.941, -1.818, 0.115], [-2.011, -5.255, 1.755], [-2.346, -4.479, 0.174], [-0.653, -4.604, 0.776], [-2.371, -1.178, 3.158], [-1.849, 1.123, 2.488], [-2.173, 2.385, 0.699], [-0.087, -0.311, -1.196], [-0.786, -2.637, -0.611], [1.853, 3.675, 0.689], [0.776, 2.761, 0.182], [-0.486, 3.027, 0.826], [-0.925, 4.519, 0.595], [0.184, 5.486, 1.059], [1.320, 4.707, 1.695], [0.689, 3.974, 2.864], [-0.343, 2.928, 2.366], [2.637, 3.048, 1.128], [2.296, 4.169, -0.183], [0.589, 2.868, -0.889], [0.971, 1.702, 0.375], [-1.118, 4.613, -0.465], [-1.883, 4.675, 1.121], [0.500, 6.039, 0.166], [-0.295, 6.234, 1.710], [2.098, 5.375, 2.037], [1.419, 3.421, 3.467], [0.162, 4.637, 3.570], [-1.345, 3.097, 2.804], [-0.064, 1.889, 2.554]]}

No. 6
{"formula": "C18H21N3O2", "method": "ωB97M-V with the def2-TZVPD basis set", "charge": 0, "homo_energy_ha": -0.216, "lumo_energy_ev": -0.30, "gap_ev": 5.58, "e_above_lowest_kcal_mol": 157.4, "symbols": ["C", "C", "C", "N", "C", "N", "C", "C", "C", "C", "C", "C", "C", "C", "C", "H", "H", "H", "H", "H", "H", "H", "H", "H", "H", "H", "H", "H", "H", "H", "H", "C", "N", "C", "O", "C", "C", "C", "O", "H", "H", "H", "H", "H"], "positions_angstrom": [[1.397, 1.580, -1.035], [1.835, 0.901, 0.211], [0.901, 0.497, 1.198], [-0.510, 0.743, 1.032], [-1.208, 0.512, -0.135], [-2.436, 1.044, 0.007], [-3.476, 1.288, -1.001], [-2.571, 1.590, 1.309], [-1.401, 1.373, 1.964], [1.437, 0.002, 2.411], [0.537, -0.379, 3.539], [2.826, -0.117, 2.619], [3.736, 0.200, 1.612], [5.195, -0.078, 1.786], [3.224, 0.790, 0.458], [2.282, 1.758, -1.672], [0.662, 0.987, -1.598], [0.947, 2.575, -0.844], [-3.152, 0.931, -1.980], [-4.421, 0.778, -0.755], [-3.662, 2.381, -1.058], [-3.476, 2.085, 1.637], [-1.134, 1.690, 2.951], [1.075, -1.016, 4.245], [0.192, 0.508, 4.095], [-0.346, -0.927, 3.185], [3.215, -0.485, 3.589], [5.805, 0.368, 1.009], [5.570, 0.304, 2.735], [5.440, -1.145, 1.776], [3.929, 1.157, -0.287], [-2.288, -1.851, -4.337], [-1.805, -1.738, -2.974], [-2.120, -2.713, -1.964], [-2.732, -3.760, -2.182], [-1.535, -2.123, -0.754], [-1.024, -0.884, -0.996], [-1.133, -0.614, -2.473], [-0.787, 0.371, -3.105], [-1.756, -1.162, -4.992], [-2.124, -2.877, -4.689], [-3.364, -1.623, -4.378], [-1.514, -2.610, 0.214], [-0.230, -0.314, -0.374]]}

No. 7
{"formula": "C18H21N3O2S5SbTa", "method": "ωB97M-V with the def2-TZVPD basis set", "charge": 2, "homo_energy_ha": -0.519, "lumo_energy_ev": -7.15, "gap_ev": 6.97, "symbols": ["Ta", "S", "Sb", "S", "S", "S", "C", "N", "C", "C", "O", "N", "C", "N", "H", "H", "H", "H", "H", "H", "H", "O", "S", "C", "C", "C", "C", "C", "C", "C", "C", "C", "C", "C", "C", "C", "C", "H", "H", "H", "H", "H", "H", "H", "H", "H", "H", "H", "H", "H", "H"], "positions_angstrom": [[0.425, -0.132, -1.486], [1.617, -4.547, -2.824], [-0.070, -3.220, -2.351], [0.411, -0.983, -3.577], [0.610, -1.939, -0.163], [-2.251, -3.362, -2.201], [6.970, -0.356, -2.403], [5.534, -0.410, -2.127], [4.717, 0.694, -1.627], [3.379, 0.022, -1.655], [2.249, 0.634, -1.316], [3.412, -1.196, -2.039], [4.737, -1.449, -2.333], [5.081, -2.634, -2.787], [7.315, 0.659, -2.230], [7.163, -0.614, -3.443], [7.514, -1.027, -1.739], [4.758, 1.582, -2.259], [4.997, 0.975, -0.609], [4.348, -3.327, -2.862], [6.032, -2.884, -3.001], [-1.469, 0.219, -1.359], [-2.859, 0.397, -0.657], [-2.586, 1.979, 0.150], [-1.293, 2.027, 0.901], [-1.272, 1.942, 2.281], [-0.065, 1.988, 2.976], [1.134, 2.131, 2.300], [1.133, 2.274, 0.917], [-0.069, 2.213, 0.218], [-2.836, -0.804, 0.660], [-4.087, -0.593, 1.480], [-5.341, -0.658, 0.870], [-6.489, -0.456, 1.623], [-6.388, -0.204, 2.985], [-5.142, -0.162, 3.597], [-3.990, -0.350, 2.846], [-3.483, 2.130, 0.755], [-2.608, 2.698, -0.671], [-2.205, 1.847, 2.823], [-0.070, 1.937, 4.057], [2.065, 2.176, 2.851], [2.055, 2.474, 0.394], [-0.091, 2.542, -0.829], [-1.907, -0.685, 1.216], [-2.827, -1.756, 0.120], [-5.430, -0.889, -0.187], [-7.461, -0.512, 1.150], [-7.284, -0.056, 3.574], [-5.067, 0.008, 4.663], [-3.019, -0.341, 3.328]]}

No. 8
{"formula": "C18H21N5O", "method": "ωB97M-V with the def2-TZVPD basis set", "charge": 0, "homo_energy_ha": -0.290, "lumo_energy_ev": 0.56, "gap_ev": 8.46, "e_above_lowest_kcal_mol": 47.4, "symbols": ["C", "C", "O", "N", "C", "C", "N", "C", "N", "C", "C", "C", "C", "C", "C", "C", "N", "C", "N", "C", "C", "C", "C", "C", "H", "H", "H", "H", "H", "H", "H", "H", "H", "H", "H", "H", "H", "H", "H", "H", "H", "H", "H", "H", "H"], "positions_angstrom": [[3.390, 1.639, -2.844], [3.145, 0.111, -2.980], [4.053, -0.584, -3.324], [1.827, -0.395, -2.972], [1.498, -1.830, -2.974], [1.100, -2.321, -1.510], [-0.177, -1.717, -1.108], [-0.476, -0.814, -0.041], [0.490, -0.187, 0.633], [0.098, 0.666, 1.550], [1.168, 1.510, 2.264], [0.942, 2.841, 2.475], [1.883, 3.603, 3.258], [2.803, 2.980, 4.041], [3.053, 1.572, 3.886], [2.291, 0.903, 2.910], [-1.178, 1.004, 1.852], [-2.095, 0.231, 1.278], [-3.538, 0.280, 1.351], [-4.068, -0.657, 0.386], [-5.491, -0.978, -0.080], [-2.974, -1.255, -0.135], [-3.026, -2.501, -1.043], [-1.794, -0.653, 0.316], [3.268, 1.965, -1.756], [2.648, 2.255, -3.310], [4.416, 1.840, -3.174], [1.125, 0.131, -2.515], [2.358, -2.318, -3.369], [0.632, -1.914, -3.701], [0.846, -3.349, -1.609], [2.054, -2.128, -0.926], [-0.753, -1.431, -1.933], [-0.013, 3.221, 2.107], [1.885, 4.686, 3.401], [3.165, 3.522, 4.896], [3.787, 1.074, 4.513], [2.411, -0.081, 2.645], [-4.169, 0.799, 1.968], [-6.004, -1.745, 0.478], [-6.139, -0.088, -0.094], [-5.450, -1.349, -1.049], [-2.561, -3.342, -0.424], [-2.449, -2.438, -2.030], [-3.980, -2.756, -1.305]]}